(w)
51
Properties=species:S:1:pos:R:3:nbo_charge:R:1 method="wB97M-V/def2-TZVPD" charge=0 smiles="COc1ccccc1-c1ccc(Nc2ccc(C(=O)N3CCOCC3)cc2)nn1" multiplicity=1 homo_lumo_gap_ev=8.5 e_lumo_ha=0.02080
C -6.30 -3.05 -0.07 -0.250
O -5.53 -1.88 0.02 -0.482
C -6.15 -0.72 0.37 0.315
C -7.47 -0.62 0.78 -0.294
C -8.00 0.59 1.17 -0.186
C -7.22 1.73 1.17 -0.244
C -5.90 1.65 0.77 -0.197
C -5.35 0.44 0.36 -0.044
C -3.95 0.38 -0.09 0.104
C -2.93 1.03 0.63 -0.170
C -1.65 0.94 0.16 -0.270
C -1.45 0.19 -1.02 0.338
N -0.25 0.02 -1.64 -0.581
C 1.04 0.25 -1.17 0.176
C 1.37 0.12 0.18 -0.274
C 2.67 0.35 0.60 -0.126
C 3.66 0.71 -0.31 -0.187
C 5.03 1.07 0.14 0.673
O 5.50 2.17 -0.10 -0.618
N 5.70 0.14 0.86 -0.437
C 5.39 -1.27 0.93 -0.248
C 6.47 -2.05 0.17 -0.077
O 7.76 -1.78 0.67 -0.522
C 8.06 -0.41 0.57 -0.078
C 7.04 0.44 1.34 -0.258
C 3.33 0.81 -1.66 -0.145
C 2.04 0.57 -2.09 -0.247
N -2.48 -0.35 -1.67 -0.256
N -3.69 -0.26 -1.22 -0.167
H -7.12 -2.94 -0.79 0.178
H -6.71 -3.35 0.90 0.173
H -5.62 -3.82 -0.43 0.203
H -8.11 -1.50 0.79 0.218
H -9.04 0.65 1.47 0.213
H -7.63 2.68 1.48 0.214
H -5.28 2.53 0.75 0.212
H -3.16 1.59 1.53 0.224
H -0.83 1.46 0.63 0.231
H -0.34 -0.30 -2.60 0.414
H 0.63 -0.19 0.90 0.220
H 2.91 0.27 1.65 0.212
H 4.42 -1.46 0.48 0.230
H 5.39 -1.58 1.98 0.196
H 6.32 -3.13 0.29 0.197
H 6.42 -1.79 -0.90 0.163
H 9.06 -0.29 0.99 0.199
H 8.07 -0.10 -0.48 0.168
H 7.23 1.50 1.19 0.252
H 7.09 0.20 2.41 0.195
H 4.09 1.10 -2.37 0.227
H 1.79 0.65 -3.13 0.216


(x)
51
Properties=species:S:1:pos:R:3:nbo_charge:R:1 method="wB97M-V/def2-TZVPD" charge=0 smiles="N[C@@H](Cc1c[nH]c2ccccc12)C(=O)N[C@@H](Cc1c[nH]c2ccccc12)C(=O)O" multiplicity=1 homo_lumo_gap_ev=8.2 e_lumo_ha=0.01401
N -0.15 -1.60 2.71 -0.808
C 0.67 -0.54 2.22 -0.121
C 1.84 -1.13 1.33 -0.414
C 2.70 -1.97 2.21 -0.129
C 3.99 -1.81 2.57 0.019
N 4.54 -2.68 3.43 -0.548
C 3.55 -3.73 3.53 0.118
C 3.78 -4.91 4.10 -0.241
C 2.76 -5.91 3.91 -0.217
C 1.62 -5.56 3.26 -0.229
C 1.45 -4.28 2.63 -0.211
C 2.45 -3.35 2.76 0.004
C 0.02 0.46 1.29 0.666
O 0.60 1.51 1.20 -0.630
N -1.12 0.03 0.73 -0.641
C -1.65 1.00 -0.24 -0.150
C -0.66 1.33 -1.51 -0.391
C -0.95 2.62 -2.19 -0.125
C -0.33 3.73 -1.84 0.009
N -0.82 4.85 -2.57 -0.542
C -1.41 4.24 -3.69 0.154
C -1.88 4.87 -4.90 -0.261
C -2.77 4.16 -5.66 -0.210
C -3.00 2.83 -5.53 -0.247
C -2.38 2.26 -4.40 -0.176
C -1.55 2.90 -3.50 -0.059
C -3.00 0.58 -0.69 0.773
O -3.55 0.94 -1.75 -0.597
O -3.48 -0.50 -0.06 -0.699
H -0.47 -2.34 2.05 0.355
H -0.85 -1.13 3.08 0.346
H 0.95 -0.08 3.07 0.213
H 2.34 -0.57 0.51 0.252
H 1.26 -1.91 0.72 0.197
H 4.70 -0.97 2.52 0.201
H 5.44 -2.94 3.50 0.393
H 4.71 -5.18 4.44 0.208
H 2.88 -6.91 4.17 0.210
H 0.81 -6.29 3.03 0.208
H 0.54 -4.10 2.03 0.196
H -1.70 -0.68 1.16 0.438
H -1.85 1.91 0.40 0.239
H 0.36 1.35 -1.04 0.252
H -0.74 0.44 -2.13 0.219
H 0.40 4.12 -1.05 0.226
H -0.27 5.58 -2.78 0.382
H -1.87 5.98 -4.97 0.213
H -3.32 4.59 -6.48 0.205
H -3.56 2.28 -6.44 0.228
H -2.60 1.17 -4.25 0.211
H -4.25 -0.81 -0.60 0.513


Which of them is most stable, and which least? Most stable: (w); least stable: (x).


(w)
82
Properties=species:S:1:pos:R:3:mulliken_charge:R:1 method="wB97M-V/def2-TZVPD" charge=-1 multiplicity=1 homo_lumo_gap_ev=6.5 e_lumo_ha=0.06212
C 3.37 -3.99 2.97 -2.080
C 3.51 -2.50 2.55 1.458
C 2.22 -1.78 2.97 -1.029
C 1.02 -2.11 2.12 0.480
O 0.87 -3.02 1.39 -0.423
Br -0.51 -0.86 2.38 -0.288
N 4.71 -2.01 3.23 -0.345
C 4.94 -0.58 3.07 -0.259
C 6.29 -0.24 2.42 0.110
O 6.59 0.90 2.27 -0.518
Br 7.48 -1.65 1.83 -0.141
C 3.78 -2.49 1.02 0.400
O 3.19 -1.65 0.31 -0.790
O 4.56 -3.34 0.64 -0.775
H 4.37 -4.36 3.12 0.499
H 2.84 -4.07 3.93 0.437
H 2.85 -4.55 2.21 0.338
H 2.30 -0.70 3.02 0.431
H 1.97 -2.11 3.98 0.436
H 4.63 -2.20 4.22 0.284
H 4.21 -0.07 2.45 0.214
H 4.98 -0.13 4.06 0.495
C 8.76 2.81 -0.26 -0.547
O 7.41 3.24 -0.35 -0.499
H 9.30 3.20 -1.12 0.258
H 9.22 3.18 0.66 0.228
H 8.81 1.71 -0.28 0.258
H 6.94 2.88 0.42 0.310
C -1.11 -6.02 1.42 -0.415
O -0.14 -5.80 0.42 -0.510
H -1.48 -7.04 1.33 0.249
H -0.67 -5.89 2.42 0.224
H -1.95 -5.32 1.31 0.123
H 0.18 -4.90 0.52 0.388
C -4.14 -1.76 0.67 -0.218
O -3.93 -0.59 1.46 -0.525
H -3.93 -2.63 1.29 0.192
H -5.17 -1.81 0.32 0.064
H -3.46 -1.76 -0.19 0.222
H -4.11 0.17 0.89 0.279
C -7.82 -2.63 -1.10 -0.347
O -6.51 -2.13 -1.37 -0.516
H -8.17 -2.20 -0.17 0.278
H -8.49 -2.34 -1.91 0.044
H -7.79 -3.72 -1.01 0.248
H -6.22 -2.52 -2.20 0.255
C 8.15 5.34 2.42 -0.545
O 7.14 5.53 1.43 -0.451
H 7.79 5.76 3.35 0.236
H 8.35 4.27 2.56 0.164
H 9.07 5.84 2.12 0.271
H 7.46 5.15 0.61 0.331
C 5.21 6.93 -0.86 -0.485
O 4.73 8.19 -1.34 -0.478
H 5.58 7.07 0.15 0.158
H 4.40 6.20 -0.85 0.285
H 6.02 6.57 -1.49 0.251
H 4.41 8.05 -2.24 0.271
C -6.99 -1.96 -5.31 -0.667
O -6.97 -3.24 -4.67 -0.492
H -7.75 -1.35 -4.82 0.247
H -6.02 -1.47 -5.22 0.332
H -7.25 -2.07 -6.37 0.308
H -6.29 -3.76 -5.11 0.278
C -10.60 -2.81 -4.71 -0.280
O -11.12 -1.56 -5.16 -0.522
H -10.22 -2.67 -3.71 0.019
H -11.39 -3.56 -4.70 0.296
H -9.79 -3.13 -5.37 0.197
H -11.46 -1.69 -6.05 0.293
C -9.60 -5.00 1.58 -0.540
O -10.16 -4.36 0.44 -0.457
H -8.56 -4.68 1.67 0.208
H -10.14 -4.72 2.49 0.273
H -9.63 -6.09 1.46 0.270
H -11.08 -4.64 0.37 0.261
C 5.02 11.74 -2.27 -0.484
O 5.93 11.44 -1.22 -0.510
H 5.26 12.73 -2.66 0.246
H 5.11 11.01 -3.07 0.207
H 3.99 11.75 -1.89 0.228
H 5.70 10.57 -0.89 0.301


(x)
82
Properties=species:S:1:pos:R:3:mulliken_charge:R:1 method="wB97M-V/def2-TZVPD" charge=-1 multiplicity=1 homo_lumo_gap_ev=6.8 e_lumo_ha=0.06227
C 3.45 -3.99 2.82 -2.100
C 3.58 -2.51 2.44 1.435
C 2.30 -1.78 2.86 -1.093
C 1.11 -2.09 2.03 0.498
O 0.91 -3.00 1.33 -0.440
Br -0.37 -0.78 2.29 -0.293
N 4.76 -1.99 3.14 -0.328
C 5.00 -0.58 2.96 -0.288
C 6.33 -0.24 2.33 0.101
O 6.67 0.88 2.14 -0.526
Br 7.48 -1.69 1.82 -0.147
C 3.83 -2.39 0.91 0.454
O 3.23 -1.44 0.35 -0.753
O 4.67 -3.21 0.44 -0.801
H 4.45 -4.38 2.94 0.492
H 2.93 -4.11 3.77 0.433
H 2.93 -4.55 2.05 0.343
H 2.40 -0.70 2.89 0.421
H 2.03 -2.08 3.87 0.506
H 4.67 -2.20 4.12 0.271
H 4.28 -0.09 2.32 0.216
H 5.03 -0.08 3.92 0.508
C 8.70 2.72 -0.18 -0.550
O 7.34 3.13 -0.28 -0.486
H 9.24 3.14 -1.03 0.264
H 9.16 3.09 0.74 0.227
H 8.78 1.64 -0.21 0.252
H 6.87 2.74 0.47 0.313
C -1.21 -5.83 1.54 -0.418
O -0.24 -5.73 0.51 -0.513
H -1.63 -6.83 1.50 0.253
H -0.76 -5.68 2.53 0.227
H -2.02 -5.10 1.40 0.114
H 0.12 -4.84 0.56 0.410
C -4.02 -1.61 0.68 -0.224
O -3.80 -0.41 1.44 -0.529
H -3.82 -2.45 1.33 0.175
H -5.05 -1.66 0.32 0.079
H -3.34 -1.65 -0.18 0.227
H -3.96 0.33 0.86 0.280
C -7.74 -2.53 -1.13 -0.350
O -6.43 -2.04 -1.40 -0.511
H -8.10 -2.07 -0.21 0.282
H -8.42 -2.27 -1.94 0.041
H -7.73 -3.61 -1.00 0.247
H -6.14 -2.46 -2.21 0.255
C 7.96 5.23 2.52 -0.559
O 6.97 5.40 1.52 -0.448
H 7.56 5.64 3.45 0.240
H 8.18 4.17 2.68 0.170
H 8.88 5.76 2.27 0.272
H 7.32 5.02 0.69 0.331
C 5.06 6.74 -0.82 -0.492
O 4.56 7.99 -1.32 -0.477
H 5.40 6.89 0.20 0.160
H 4.28 5.98 -0.83 0.288
H 5.90 6.40 -1.43 0.252
H 4.26 7.84 -2.22 0.269
C -6.90 -1.99 -5.31 -0.669
O -6.88 -3.25 -4.63 -0.491
H -7.66 -1.38 -4.84 0.248
H -5.93 -1.49 -5.23 0.332
H -7.15 -2.13 -6.37 0.310
H -6.20 -3.80 -5.05 0.276
C -10.48 -2.85 -4.69 -0.275
O -11.01 -1.61 -5.16 -0.522
H -10.10 -2.69 -3.69 0.013
H -11.26 -3.62 -4.66 0.298
H -9.66 -3.19 -5.33 0.198
H -11.35 -1.75 -6.05 0.293
C -9.53 -4.79 1.62 -0.541
O -10.10 -4.18 0.46 -0.455
H -8.50 -4.46 1.68 0.206
H -10.05 -4.48 2.53 0.275
H -9.55 -5.88 1.54 0.272
H -11.01 -4.47 0.39 0.260
C 4.77 11.52 -2.23 -0.489
O 5.66 11.24 -1.16 -0.509
H 5.00 12.52 -2.60 0.247
H 4.89 10.80 -3.04 0.208
H 3.73 11.50 -1.88 0.230
H 5.45 10.36 -0.84 0.301


Which of them is most stable, and which least? Most stable: (x); least stable: (w).


(w)
49
Properties=species:S:1:pos:R:3:nbo_charge:R:1 method="wB97M-V/def2-TZVPD" charge=+1 multiplicity=1 homo_lumo_gap_ev=10.3 e_lumo_ha=-0.10637
O 1.78 2.92 2.58 -0.951
H 0.93 3.34 2.65 0.473
H 2.14 2.88 1.71 0.479
O -0.78 0.57 -0.15 -1.023
H -1.60 0.25 0.21 0.514
H -1.03 1.56 -0.31 0.520
O 3.84 -1.59 3.72 -0.971
H 4.01 -2.53 3.72 0.490
H 4.56 -1.15 4.23 0.509
O 4.49 -1.06 -0.56 -0.960
H 5.44 -0.89 -0.47 0.504
H 4.35 -0.83 -1.47 0.494
O -0.95 2.51 -2.02 -0.962
H -0.01 2.42 -1.73 0.478
H -0.96 3.28 -2.60 0.496
O -3.66 -0.36 -0.23 -0.967
H -4.16 -0.57 0.62 0.475
H -4.19 0.40 -0.49 0.496
O -3.14 -3.31 -0.62 -0.949
H -3.25 -4.11 -1.15 0.477
H -3.69 -3.49 0.15 0.475
O 2.53 -1.06 1.35 -0.879
H 3.24 -1.03 0.64 0.534
H 2.97 -1.31 2.16 0.533
O 1.81 -3.29 0.96 -0.867
H 0.00 -0.93 -0.14 0.514
O 0.95 -1.18 -2.33 -0.972
H 1.07 -1.02 -3.31 0.489
H 0.69 -0.41 -1.83 0.480
O -2.84 0.68 -3.44 -0.957
H -2.14 0.42 -2.83 0.490
H -3.61 0.08 -3.30 0.492
O -0.42 -0.46 3.85 -0.940
H -0.13 -0.90 3.06 0.467
H -0.98 0.28 3.67 0.475
O 3.15 2.35 -1.02 -0.943
H 3.09 1.41 -0.82 0.467
H 3.27 2.45 -1.95 0.477
O 0.15 -1.89 -0.13 -1.031
H -0.78 -2.17 -0.42 0.518
H 1.93 -2.98 -0.04 0.521
O -2.76 2.64 1.10 -0.938
H -2.23 3.02 1.86 0.469
H -2.41 3.19 0.36 0.473
O -4.60 2.23 -2.16 -1.009
H -3.84 1.94 -2.64 0.499
H -4.94 3.10 -2.29 0.485
H 1.90 -2.09 1.28 0.512
H 0.80 -3.34 0.59 0.547


(x)
49
Properties=species:S:1:pos:R:3:nbo_charge:R:1 method="wB97M-V/def2-TZVPD" charge=+1 multiplicity=1 homo_lumo_gap_ev=10.6 e_lumo_ha=-0.09901
O -5.21 -1.78 1.70 -0.951
H -4.95 -1.99 2.59 0.471
H -5.09 -2.50 1.08 0.480
O 1.77 3.73 -1.72 -0.960
H 2.06 4.61 -2.00 0.494
H 2.43 3.43 -1.09 0.472
O -1.24 -1.51 2.47 -0.970
H -1.97 -1.94 2.90 0.489
H -1.16 -0.72 3.02 0.496
O -1.96 1.70 -2.54 -0.930
H -1.81 1.48 -3.47 0.477
H -0.44 -2.81 1.21 0.504
O 2.03 1.58 -3.79 -0.952
H 1.14 1.32 -3.56 0.464
H 2.07 2.49 -3.54 0.486
O -1.80 -3.07 -1.39 -0.960
H -1.83 -2.26 -0.83 0.482
H 1.05 -3.77 -0.80 0.546
O 3.04 -3.39 0.83 -0.874
H 3.01 -2.53 1.29 0.516
H 3.99 -3.54 0.86 0.512
O 2.05 0.57 0.73 -0.951
H -1.81 0.84 -2.14 0.459
H 2.38 1.41 0.38 0.465
O 2.43 2.26 3.67 -0.932
H 2.83 -0.82 -2.32 0.501
O 1.89 -3.60 -1.30 -0.835
H 1.78 -2.61 -1.50 0.542
H 2.49 -3.33 -0.39 0.515
O -0.55 2.50 0.05 -0.986
H -1.05 2.28 -0.76 0.490
H 0.21 2.98 -0.29 0.487
O -0.70 -0.75 -0.40 -0.951
H -2.50 -2.84 -2.02 0.463
H -1.19 0.06 -0.55 0.478
O -0.08 -3.47 0.63 -0.983
H -0.51 -4.31 0.80 0.495
H -0.78 -0.92 0.51 0.481
O 2.61 -1.12 -1.42 -0.972
H 2.20 -0.34 -1.07 0.512
H 2.97 3.06 3.79 0.468
O -3.35 1.47 -0.44 -0.958
H -3.07 2.21 0.13 0.475
H -4.30 1.62 -0.44 0.486
O -1.00 4.68 2.68 -0.945
H -1.40 5.12 1.92 0.475
H -1.24 3.76 2.70 0.471
H 1.31 0.91 1.25 0.494
H 2.80 1.91 4.48 0.465


Which of them is most stable, and which least? Most stable: (x); least stable: (w).


(w)
12
Properties=species:S:1:pos:R:3:nbo_charge:R:1 method="wB97M-V/def2-TZVPD" charge=+1 multiplicity=1 homo_lumo_gap_ev="7.1 / 8.2" e_lumo_ha="-0.26648 / -0.24226"
C -0.54 0.35 0.37 -0.313
C 0.12 0.19 -0.67 0.487
C 1.10 0.47 -1.72 -0.732
N -2.05 -3.04 0.61 0.072
N 0.57 1.12 2.33 -0.123
N -0.16 1.28 1.45 0.067
N -2.43 -2.02 0.52 -0.056
H -1.54 -0.08 0.38 0.340
H 1.43 -0.47 -2.17 0.282
H 0.63 0.90 -2.57 0.292
H 1.82 1.03 -1.27 0.289
H 1.04 0.26 2.74 0.395


(x)
12
Properties=species:S:1:pos:R:3:nbo_charge:R:1 method="wB97M-V/def2-TZVPD" charge=+1 multiplicity=1 homo_lumo_gap_ev=8.7 e_lumo_ha=-0.17467
H -0.82 3.33 -0.92 0.371
N -0.99 2.21 -0.88 -0.173
N -0.27 1.48 -1.50 -0.097
C 0.09 0.29 -1.79 0.242
N 0.69 -0.64 -1.09 -0.344
N 0.94 -0.45 0.27 -0.316
C 0.29 -1.03 1.17 0.464
C -0.33 -1.62 2.10 -0.382
H -0.03 0.03 -2.74 0.237
H 1.70 0.15 0.31 0.440
H -1.16 -1.25 2.59 0.283
H -0.11 -2.50 2.50 0.275


Which of them is most stable, and which least? Most stable: (w); least stable: (x).